Entry from the OMol25 dataset: 2 unconnected molecules or ions with the total composition C3H12N2O in a non-equilibrium geometry (ωB97M-V/def2-TZVPD).

Values from the calculation:
ΔE to the lowest compared entry with this formula, charge and spin ... 3.108 eV
M ... 92.14 Da
SMILES ... CCNC.NO

```
18
Properties=species:S:1:pos:R:3:lowdin_charge:R:1
H -2.042 -1.675 -0.475 0.06
H -3.047 -0.257 -0.187 0.07
H -1.179 -0.361 1.491 0.11
N 0.377 -0.320 0.107 -0.19
C 0.774 -1.715 0.279 -0.09
H 0.201 -2.400 -0.352 0.07
H 1.829 -1.807 0.023 0.09
H 0.571 0.000 -0.863 0.12
H 0.717 3.016 0.385 0.06
H -1.868 -0.241 -1.500 0.08
N 1.992 1.678 -0.317 -0.15
C -2.052 -0.586 -0.482 -0.09
H 2.842 2.201 -0.106 0.03
H -1.078 1.085 0.460 0.10
C -1.010 -0.005 0.471 -0.26
O 0.939 2.670 -0.493 -0.21
H 1.402 0.719 0.238 0.10
H 0.633 -2.002 1.323 0.09
```